Density functional theory data (ωB97M-V/def2-TZVPD) for the molecule C2HClN2OS.

Atoms and positions in Å:
O -0.30822 -0.02169 0.98649
C -0.43015 0.36840 -0.29374
C 0.81700 -0.76875 0.93820
H -1.47845 1.43792 -2.00738
N 1.33551 -0.83392 -0.23106
N 0.50279 -0.09042 -1.06121
S -1.79680 1.37229 -0.70619
Cl 1.35833 -1.46383 2.37490

Computed properties:
**E**: -1119.91067 hartree
**Lowest unoccupied orbital energy**: 0.532 eV
**E_HOMO**: -9.5304 eV

Atom-resolved charges from Mulliken, all expressed in e:
1. O -0.28
2. C 0.58
3. C 0.54
4. H 0.17
5. N -0.33
6. N -0.32
7. S -0.24
8. Cl -0.14

Density functional theory data (ωB97M-V/def2-TZVPD) for a structure of composition C18H12Cl2O21V in a non-equilibrium geometry.

Atoms and positions in Å:
O -1.64942 -0.24718 13.33336
C -0.84618 2.89981 16.31662
C -2.20047 0.21122 19.40157
H -4.02340 2.75755 22.42404
O -0.43746 1.75797 16.38330
H -1.65630 2.20160 19.93083
C -1.43980 5.87353 16.05285
H -3.34603 5.34437 16.85504
C 1.85301 1.86034 20.39909
O -3.15765 2.70422 17.20330
H -5.08195 -1.29656 20.49113
H -3.98478 -2.42022 19.03427
C -2.40272 1.44660 20.12893
O -2.70911 -2.28155 14.12184
C -3.32206 -0.75563 19.54698
O -3.21283 -1.89041 18.82215
C -2.17553 3.53494 16.78951
H 0.19078 7.04319 15.01866
C 0.03350 3.98822 15.76429
C 2.83486 2.54304 18.25887
H 4.24252 4.16791 18.32769
O -5.45809 0.83816 22.04840
H 1.19629 1.22120 20.97060
O -1.71831 7.06872 15.98025
C 1.88280 1.62877 18.97693
C -2.39233 4.89965 16.61198
O -1.24482 0.05299 18.62941
O 1.45211 -0.27017 15.94378
O -0.43863 -1.83949 14.44194
O 0.64944 6.20342 15.09619
H -3.96232 3.22547 17.25248
O -3.43990 2.81445 21.66385
O -1.93594 -0.64331 15.60302
O 3.03243 2.23120 16.97947
H 3.27153 3.73036 22.55679
H 3.62773 2.91514 16.66412
C -3.39674 1.69813 20.94809
C 3.39562 3.85131 20.27183
O 1.28811 0.65670 18.48683
C 3.52170 3.57395 18.86994
H 1.02487 3.75232 15.40661
C -4.53649 0.74005 21.20605
O 0.87919 -4.62513 18.09819
C -4.38780 -0.48388 20.33591
C 2.50473 2.89872 21.02112
O 1.99140 -2.54257 18.03437
V 0.10945 -0.35012 16.76487
O 2.65118 3.02484 22.35928
O 0.45766 -3.11214 19.82257
Cl 0.79164 -3.23943 18.40264
Cl -1.75199 -1.29232 14.31856
O 4.06459 4.67702 20.87334
O -0.25546 -2.64462 17.64148
C -0.21102 5.32013 15.62999

Computed properties:
**Spin multiplicity**: 2
**E**: -4136.90729 hartree
**Lowest unoccupied orbital energy (alpha / beta)**: -3.278 / -3.362 eV
**Expectation value of S²**: 0.7976
**E_HOMO (alpha / beta)**: -9.3333 / -9.3339 eV

Results of the Mulliken charge analysis, in e, for atoms 1 through 8:
1. O -0.65
2. C -0.09
3. C 0.16
4. H 0.35
5. O -0.12
6. H 0.53
7. C 0.82
8. H 0.33

Density functional theory data (ωB97M-V/def2-TZVPD) for the molecule C4H7NO2.

Atoms and positions in Å:
H -0.10993 -2.28318 -0.02559
H -1.01457 0.27095 1.94866
C -0.05999 -1.35231 0.56925
H 1.56773 -0.82943 -1.65939
C -1.12806 0.81221 0.10199
O -1.29286 1.07362 1.47074
H 2.12450 0.21556 0.36037
C 0.11923 -0.04546 -0.14907
H -2.02383 0.32377 -0.32479
H -0.96952 1.76256 -0.41203
N 1.37051 0.70724 -0.11138
H 0.71057 0.69961 -2.17716
C 0.98616 0.04424 -1.35318
O -0.27994 -1.39939 1.76156

Computed properties:
**E**: -361.78292 hartree
**Lowest unoccupied orbital energy**: 0.292 eV
**E_HOMO**: -9.8400 eV

Results of the Mulliken charge analysis, in e, for atoms 1 through 8:
1. H 0.35
2. H 0.40
3. C -0.05
4. H 0.29
5. C -0.69
6. O -0.53
7. H 0.24
8. C 0.81

Density functional theory data (ωB97M-V/def2-TZVPD) for the molecule C15H24O2 in a non-equilibrium geometry.

Atoms and positions in Å:
C -0.11504 -0.17087 0.81985
H -2.32949 0.56681 2.62713
C -4.65062 0.34538 -0.01359
H -0.87739 -2.23325 0.67915
O 3.21896 2.56842 -2.82759
H -5.51027 -0.02745 0.57529
H 1.13180 -0.84454 -3.24373
H -4.12442 0.43019 2.79554
C 2.45339 0.95710 -0.56163
H -4.59391 -0.16592 -0.97421
C -3.29591 0.76605 2.13908
C -2.43300 -0.78902 0.24188
H -3.93366 2.08624 -0.51268
C -1.20481 -1.24440 1.00863
C -3.41114 0.05267 0.79120
C 2.52063 -0.14765 0.47954
H 3.30569 1.61640 -0.37568
H 0.89177 -2.01840 2.96742
H 4.10283 2.12621 -2.96183
C 1.34167 -1.65919 -1.29756
C 1.94734 -1.52928 0.04741
H 1.18264 1.95701 -2.63278
H 2.55115 -1.44574 2.76134
O -4.77107 1.74336 -0.21312
C 1.25541 -0.73398 1.13721
H 2.16197 1.26997 -3.99568
H 1.60888 1.56257 -0.39225
H 1.31043 -0.33120 3.26394
H -3.40037 1.84699 2.02557
H -0.12302 0.23448 -0.18626
H 2.45897 -2.43792 0.40473
H 0.73920 -2.50705 -1.55951
H -2.49556 -1.12915 -0.79339
H -0.30652 0.69596 1.51917
H -1.45428 -1.41376 2.06237
C 2.53769 0.41618 -2.00058
C 2.19704 1.58621 -2.91861
C 1.51316 -1.15971 2.60844
H 3.46417 -0.20204 1.01904
H 3.53857 0.09309 -2.22698
C 1.59713 -0.73080 -2.28625

Computed properties:
**E**: -736.34361 hartree
**Lowest unoccupied orbital energy**: 0.743 eV
**E_HOMO**: -8.8007 eV

Results of the Mulliken charge analysis, in e, for atoms 1 through 8:
1. C -0.65
2. H 0.30
3. C -0.53
4. H 0.50
5. O -0.52
6. H 0.33
7. H 0.42
8. H 0.33

Density functional theory data (ωB97M-V/def2-TZVPD) for a structure of composition C4H6N2O.

Atoms and positions in Å:
H 1.84919 -0.00738 0.80680
H 0.88332 0.01514 -1.92322
C -1.27305 0.54165 0.14049
H 1.62905 1.28890 -0.11527
O -1.72434 -0.19030 1.27866
H -0.60799 -2.05445 1.43704
N -1.69078 1.61249 -0.34383
N 1.96982 0.32873 -0.14735
H -2.46364 1.98783 0.20464
C 1.01081 -0.45237 -0.94236
H 1.42032 -1.45424 -1.11675
C -0.26262 -0.49298 -0.17777
C -0.74010 -1.12302 0.89893

Computed properties:
**E**: -340.68846 hartree
**Lowest unoccupied orbital energy**: 0.621 eV
**E_HOMO**: -9.1024 eV

Results of the Mulliken charge analysis, in e, for atoms 1 through 8:
1. H 0.28
2. H 0.33
3. C 0.52
4. H 0.29
5. O -0.41
6. H 0.36
7. N -0.60
8. N -0.67

Density functional theory data (ωB97M-V/def2-TZVPD) for a structure of composition C24H40ClF2I2LuN3O6S in a non-equilibrium geometry.

Atoms and positions in Å:
I -1.81733 -0.40552 -4.97304
H 0.94807 0.17158 -6.14771
H -3.30292 -2.30238 3.10514
C -0.58676 0.79509 -3.54178
C 3.11510 -2.47780 -1.84402
H -4.71592 3.22483 2.41696
H -2.29942 0.81960 -1.29846
H -5.06657 1.39655 2.71621
H 1.68526 -0.38062 5.30489
Cl 1.99973 -4.00972 -1.86807
C -4.28871 2.13481 2.21953
C 0.63461 1.28050 -5.98907
N 0.64993 -3.14958 -5.00491
C -0.53768 2.72539 1.98154
H -0.97229 -3.39290 2.05374
H 1.39515 2.06006 -3.98874
H 3.42303 -2.06526 1.29772
F -2.45243 4.05803 -1.81284
C -1.14943 3.95526 -1.08223
H -0.80080 0.48933 1.44519
H 1.03467 -0.30485 3.53730
O 1.80694 3.88361 -2.17140
O 1.99246 -0.95452 -4.04874
H 2.76638 -3.82427 0.86975
S 3.54771 -0.04554 -0.81742
N 2.41000 -1.20643 -1.55820
H 3.02432 0.28236 0.45134
H -2.26278 -2.58229 5.42279
H 0.13402 3.64067 1.61217
H -1.98329 -1.17525 -2.04042
H 1.43485 -2.03022 4.39018
C -1.48198 -2.18971 4.64307
H -0.48562 -3.28462 -0.72954
H 1.55217 1.93756 -6.38074
Lu 0.73343 3.39968 3.99218
H 0.96476 1.12264 1.22075
H 5.27300 -2.32190 -0.82270
C 1.28919 3.27684 -1.06517
C -0.81612 -1.43284 -2.02137
H -2.43101 -0.95608 0.37842
C -2.12621 3.08855 2.14870
C -0.55955 -2.10353 -0.56407
C 0.36860 1.75332 -4.44729
H -0.23596 -1.64843 2.11582
H 4.56889 -4.03754 -1.08092
C 0.12202 -0.08757 -2.36175
H -2.68945 3.35486 1.15994
C 3.69710 -3.11050 0.79176
H -0.70638 -2.28526 -2.81997
C -0.49892 1.55084 -0.54971
H -2.57418 -2.82976 0.22812
O -1.95304 1.41206 -0.58451
H 2.21385 0.56166 -2.67355
C -1.24846 -2.23232 2.01344
C 1.34809 -2.10215 -4.61318
H -1.42759 1.54514 -3.13715
H -1.02731 0.08067 5.12638
O 0.33282 0.53818 -1.08433
H -2.26849 4.01670 2.87345
C 1.71096 -0.53208 -2.71950
C 4.28004 -2.92989 -0.73312
H -2.34975 -0.58632 3.14139
N -0.14102 2.87460 -1.13488
H 4.59959 -3.53470 1.44421
H -0.36753 -1.18522 6.36530
C -2.26559 -1.77361 3.23360
H -0.25317 1.54871 -6.74124
H 0.40052 -1.80140 0.01330
I -0.65928 3.72775 -4.71718
H -4.35829 1.95443 1.06164
C -0.17933 1.42079 1.09800
F 2.23313 3.16524 0.07605
C -1.82607 -1.94534 0.50767
O -2.90601 1.96255 2.76139
C -0.52725 -0.97444 5.20962
H -0.77716 -3.10045 4.34107
H 3.69393 -2.53321 -2.88708
H -0.14138 2.51258 3.08898
C 0.98887 -0.95342 4.53112
O -0.85479 5.05642 -0.33379

Computed properties:
**E**: -4441.21693 hartree
**Lowest unoccupied orbital energy**: -14.379 eV
**Total charge**: +3
**E_HOMO**: -16.0842 eV

Results of the Mulliken charge analysis, in e, for atoms 1 through 8:
1. I 0.41
2. H 0.28
3. H 0.40
4. C -0.78
5. C 0.12
6. H 0.34
7. H 0.42
8. H 0.30

Density functional theory data (ωB97M-V/def2-TZVPD) for a structure of composition C35H45N6PSV.

Atoms and positions in Å:
C 4.41336 0.35407 -0.67478
H 1.27832 -2.31591 0.51660
C -2.80090 2.99064 -1.42445
H 3.57943 1.36545 -3.08166
C -0.81694 1.54004 2.26996
N -1.89766 0.17909 0.61539
C -5.18219 1.57914 -1.68128
N -1.27451 2.26157 3.28787
H -4.60655 0.01401 2.24794
C -1.89593 -3.04786 -0.18610
H -0.59835 -6.19763 2.38672
C -2.59411 -3.14552 -2.59819
C 3.34360 -0.22710 -1.61378
H -2.58108 -5.00964 2.46293
C -1.62847 2.21276 -6.20949
H -0.02749 -1.61373 1.21328
C -0.44899 -2.68375 -0.54171
C 0.18063 -3.91946 -1.16685
H -3.83894 -3.45728 -0.81336
C -4.00338 3.59132 -1.08432
H -1.95749 -5.77339 -0.29066
N -2.63392 2.21601 3.41952
C -0.86056 1.60094 -4.01324
H -6.11032 1.03401 -1.79460
C -2.28467 -3.41341 1.22292
H -0.01469 -5.13798 1.07581
V 0.36514 0.28319 -0.49627
C -2.83431 -3.18595 -1.13034
H -0.61439 -2.46585 -4.85041
P -1.16717 0.94463 -2.35941
C -5.19512 2.88740 -1.21755
C -0.31979 2.50535 -6.57972
C -0.02663 -1.52777 -2.93110
C -1.28801 -3.83758 -3.17663
C -0.31731 -1.46247 -1.48349
H 2.87707 -0.11591 -3.75216
H 4.24849 0.03021 0.35452
H 0.81523 -1.00260 -3.36314
H -0.11031 2.86267 -7.57909
C -4.43892 1.08852 2.15519
C 0.71489 2.35251 -5.67091
H -3.97333 -0.04304 -2.39283
H -1.58178 -4.54015 -3.95359
H -3.59667 -5.63369 0.39815
C -2.55467 -5.85521 0.61340
H 4.36285 -2.10308 -1.95217
H 4.59811 -0.04499 -3.36918
C -2.77726 1.67897 -1.90557
C -0.87795 -2.47979 -3.79745
H -2.88254 -1.36431 -3.97727
H 1.02353 -4.35992 -0.64270
H -1.76269 -2.84381 1.99046
C -0.24587 -4.45480 -2.30600
C 0.44492 1.90099 -4.38588
C -3.97744 0.97409 -2.01891
H -0.72275 2.81598 3.92451
H -1.87489 3.54887 -1.33515
H -2.92662 1.55399 -4.64439
C -1.90254 1.76374 -4.92915
C 3.40019 -1.75698 -1.57322
H -5.09226 1.60412 2.85396
S 0.77766 1.32471 1.74076
H -3.36103 -3.28644 1.34662
H 2.61099 -2.20830 -2.17657
N 0.28999 -2.44050 0.71507
C -1.33758 -0.83849 -2.44067
N -1.94018 0.99400 1.74355
C -3.03735 1.44327 2.46808
C 2.00243 0.22121 -1.14730
H 1.72983 2.59260 -5.95842
C -2.17056 -1.81169 -3.28892
H -6.13390 3.36349 -0.96659
H 4.40889 1.44492 -0.69902
H -3.46666 -3.56044 -3.09962
H -2.43400 2.34215 -6.91972
H -4.69563 1.39615 1.13936
H 0.25190 -5.34260 -2.68048
H -4.01674 4.61300 -0.72828
H 1.86399 1.34972 -0.98365
H -2.46454 -6.85034 1.04100
H -2.51698 0.57063 -0.09869
H -0.26182 -4.46778 2.69806
C 3.60799 0.27454 -3.04163
H 5.40412 0.01552 -0.98118
H -2.23799 -0.75238 0.83918
H 3.30440 -2.11809 -0.54533
H 1.25000 1.79018 -3.66935
N -2.03518 -4.87359 1.61200
C -0.61895 -5.19220 1.97316

Computed properties:
**Spin multiplicity**: 2
**E**: -3372.08687 hartree
**Lowest unoccupied orbital energy (alpha / beta)**: -4.914 / -4.912 eV
**Total charge**: +2
**Expectation value of S²**: 0.8717
**E_HOMO (alpha / beta)**: -13.3093 / -13.2632 eV

Results of the Mulliken charge analysis, in e, for atoms 1 through 8:
1. C -1.86
2. H 0.32
3. C -0.51
4. H 0.35
5. C 0.20
6. N 0.39
7. C -0.92
8. N 0.21

Density functional theory data (ωB97M-V/def2-TZVPD) for a cluster of 12 separate species, C14H52O14 in total in a non-equilibrium geometry.

Atoms and positions in Å:
H -0.20170 -0.60165 -3.90248
H -0.61047 -2.31129 -0.10161
H 3.79628 1.69851 -3.16595
H 0.37325 4.40798 -2.64342
H -1.02233 -0.07245 -1.08070
H -0.54305 3.16549 -0.89823
C 1.06434 -5.22020 2.50692
H -1.12283 0.88683 -4.13984
C -2.05388 -3.51220 2.06730
H 2.16963 -5.82878 -2.98290
O 0.92308 -1.80505 -1.34164
H 4.13111 0.31931 3.67259
H -3.74201 2.63228 -2.31003
H 0.94631 -3.35017 -2.39606
H -3.42891 -0.09769 1.95230
H 0.39657 2.53938 5.08493
H -1.49277 -3.71549 2.97834
H -4.68461 1.01342 2.53671
O -3.48032 1.70559 0.99755
C -0.98106 3.36663 4.02416
O 0.60909 -6.05840 1.46554
H 0.55300 -5.89783 -2.54651
C -0.42677 2.96124 2.65188
H 3.38560 -0.10695 -1.93163
O -1.71794 -4.51685 1.11071
H 0.76410 -1.72489 0.74304
C -0.42678 -0.17624 -0.17082
H 2.12104 -0.64043 1.95507
H -1.12431 -0.45149 -5.38971
H 2.82607 2.82140 -0.37700
H -0.26937 -5.72968 1.20184
H 1.14869 -4.19186 2.13608
O 3.24632 -0.04818 3.58742
H 1.48425 -1.06047 -1.60744
H 2.55709 1.06612 2.04169
H -3.09764 2.55488 1.23154
H 4.50434 3.09661 -0.75400
O -3.34774 0.66748 -1.66598
H 0.25475 1.32497 1.79763
H -1.14158 3.21021 1.84882
H -2.94969 1.25777 2.96347
H -3.11034 -3.54009 2.33265
C 3.76838 3.15622 0.05571
H 4.60258 4.69676 0.82644
O 3.70344 4.47282 0.57212
H -4.45927 1.37565 -3.22524
H -1.08363 2.01589 -2.02241
H -2.48786 -0.33612 -2.98001
O 0.17482 3.48530 -2.82161
H 0.42136 3.57242 2.32786
H -1.40154 4.35627 3.82836
H -1.69453 -2.53531 1.73906
H 1.99058 1.88686 -3.36164
C 2.92440 0.04887 2.20323
H -1.10969 -0.13270 0.68012
O 2.55614 0.32504 -2.16304
H -5.07532 1.78082 -1.55706
H 2.07148 -5.55586 2.75657
C 2.83048 1.20259 -3.25583
H -1.75397 3.70117 -2.00280
O -2.27423 -0.83327 -3.78632
C -3.65185 0.94226 2.19353
O -0.14089 1.57078 2.64573
O 1.23102 -3.97191 -3.08273
H -3.25424 0.89042 -0.72777
C -1.12227 -0.18758 -4.33259
O 0.05067 3.43120 4.96777
C -0.86041 3.07625 -1.94562
H 4.04624 2.46400 0.85562
O 0.57033 0.84045 -0.07849
H 2.85929 0.65045 -4.20141
H 1.04865 0.87375 -0.91785
H 3.74097 -0.14065 1.50126
H -1.79556 2.71915 4.35870
C 0.18494 -1.56657 -0.17373
C -4.20153 1.64027 -2.19868
H -2.26172 -4.36823 0.33048
H 0.43734 -5.26306 3.40147
H 1.72000 -5.09659 -1.42584
C 1.41655 -5.22556 -2.46565

Computed properties:
**E**: -1617.74637 hartree
**Lowest unoccupied orbital energy**: 0.227 eV
**E_HOMO**: -9.3388 eV

Results of the Mulliken charge analysis, in e, for atoms 1 through 8:
1. H 0.10
2. H 0.35
3. H 0.31
4. H 0.28
5. H -0.28
6. H 0.15
7. C -0.33
8. H 0.19

Q: Which of these has the lowest E?
A: C24H40ClF2I2LuN3O6S